Entry 1:
Entry from the OMol25 dataset: a molecular structure, C4H3N2O4 in a non-equilibrium geometry (ωB97M-V/def2-TZVPD).

Its relative energy (zero: lowest compared OMol25 entry of this formula, charge and spin) is 4.105 eV. The value obtained for the electronic energy is -564.63477 hartree. The calculation puts the HOMO-LUMO gap at 0.285 hartree. As for the HOMO energy: -4.2 eV.

The geometry in ORCA input format:
```
! wB97M-V def2-TZVPD RIJCOSX def2/J DEFGRID3
* xyz -1 1
C 1.8326 1.1240 0.0387
C -0.2680 -0.6324 0.5220
C 1.6465 -0.5537 -0.0508
C -2.2715 0.2592 -0.2217
N 2.1919 -1.4375 -1.1030
N 2.4780 -1.6215 0.0892
O 2.8044 1.4662 -0.6067
O 1.0494 1.7495 0.7471
O -0.7049 -1.0767 1.5242
O -0.8922 -0.0409 -0.4633
H -2.5366 1.1863 0.2585
H -2.6020 -0.4950 0.4583
H -2.7276 0.0725 -1.1925
*
```

Löwdin atomic charge list, values in e, 5 entries: -0.711, -0.416, -0.214, -0.049, 0.131

***

Entry 2:
Entry from the OMol25 dataset: a single C5H5N3O3 molecule in a non-equilibrium geometry (ωB97M-V/def2-TZVPD).

Its relative energy (zero: lowest compared OMol25 entry of this formula, charge and spin) is 7.369 eV. The value obtained for the electronic energy is -583.24047 hartree. The calculation puts the HOMO-LUMO gap at 0.307 hartree. As for the HOMO energy: -9.1 eV. The structure (SMILES) is O=[N+]([O-])c1cnc2n1CCO2.

The geometry in ORCA input format:
```
! wB97M-V def2-TZVPD RIJCOSX def2/J DEFGRID3
* xyz 0 1
C 1.1669 0.2768 0.6864
C 2.0105 -0.7523 0.1848
C 0.2473 -0.9358 -0.9563
C -1.8181 -0.2249 -1.4302
C -1.4469 0.4206 -0.0461
H 3.2252 -0.9964 0.3916
H -2.5098 -0.9927 -1.4013
H -1.9411 0.4690 -1.9686
H -1.5695 1.4537 -0.1606
H -1.7704 0.0829 0.7088
N 1.2846 0.9170 1.8575
N 1.4479 -1.3004 -0.9145
N -0.0719 0.0469 0.0111
O 0.9049 2.1768 1.8415
O 1.6588 0.4903 2.9406
O -0.8184 -1.1316 -1.7445
*
```

Löwdin atomic charge list, values in e, 5 entries: -0.169, -0.032, -0.347, -0.049, 0.006

***

Entry 3:
Entry from the OMol25 dataset: 11 unconnected molecules or ions with the total composition BH24O10 in a non-equilibrium geometry (ωB97M-V/def2-TZVPD).

Its relative energy (zero: lowest compared OMol25 entry of this formula, charge and spin) is 1.381 eV. The value obtained for the electronic energy is -791.64358 hartree. The calculation puts the HOMO-LUMO gap at 0.312 hartree. As for the HOMO energy: -6.3 eV.

The geometry in ORCA input format:
```
! wB97M-V def2-TZVPD RIJCOSX def2/J DEFGRID3
* xyz -1 1
B 0.7554 -1.3173 -0.3454
H 1.1367 -2.1225 -1.1698
H 1.7847 -0.9441 0.2886
H 0.3282 -0.2817 -0.7549
H -0.1000 -1.8219 0.4510
O 2.4101 0.8108 2.4620
H 2.9898 0.3771 1.8717
H 2.7006 0.4869 3.2919
O 0.9060 -1.5147 3.4689
H 1.7459 -1.2381 3.8792
H 1.1804 -2.1482 2.7818
O -0.8421 -1.1707 -3.4897
H -0.1097 -1.3366 -2.8755
H -1.1345 -0.3464 -3.0366
O -2.1340 0.9914 0.4201
H -2.2315 1.8300 0.8798
H -1.8287 0.4087 1.1140
O -1.4236 -0.3902 2.6270
H -2.0403 -1.0333 3.0859
H -0.6224 -0.9174 2.5981
O -2.6261 -1.7717 -1.1150
H -2.3660 -1.4293 -1.9412
H -1.7150 -1.9107 -0.8120
O 2.5493 1.1288 -1.8595
H 2.3027 0.4056 -1.2478
H 3.5157 1.1814 -1.8020
O 0.6589 1.9180 0.9846
H 0.3200 1.3012 0.2972
H 1.3141 1.4923 1.5426
O -2.1453 0.7645 -2.2394
H -3.0452 1.0246 -2.3560
H -2.0466 0.5693 -1.3379
O -0.0193 2.6303 -2.0630
H -0.8761 2.2568 -1.8232
H 0.7078 2.1170 -1.7754
*
```

Löwdin atomic charge list, values in e, 5 entries: -0.398, -0.037, -0.038, -0.058, -0.019

***

Entry 4:
Entry from the OMol25 dataset: a single CH4NO2PS molecule in a non-equilibrium geometry (ωB97M-V/def2-TZVPD).

Its relative energy (zero: lowest compared OMol25 entry of this formula, charge and spin) is 0.900 eV. The value obtained for the electronic energy is -985.28151 hartree. The calculation puts the HOMO-LUMO gap at 0.339 hartree. As for the HOMO energy: -9.5 eV. The structure (SMILES) is N[P@@](O)(=S)C=O.

The geometry in ORCA input format:
```
! wB97M-V def2-TZVPD RIJCOSX def2/J DEFGRID3
* xyz 0 1
C -1.2855 -1.1132 0.6174
N 0.0892 0.5122 -1.3735
O -1.7891 -1.7701 -0.2210
O 1.1437 -0.0308 1.0917
P -0.5148 0.4647 0.1961
S -1.3717 2.0461 0.9169
H -1.1477 -1.1742 1.6942
H -0.3614 1.0646 -2.0289
H 0.5700 -0.4022 -1.5382
H 1.7808 0.6842 0.9524
*
```

Löwdin atomic charge list, values in e, 5 entries: -0.398, -0.110, 0.059, -0.315, 0.309

***

Entry 5:
Entry from the OMol25 dataset: a single C3H4FNS2 molecule in a non-equilibrium geometry (ωB97M-V/def2-TZVPD).

Its relative energy (zero: lowest compared OMol25 entry of this formula, charge and spin) is 1.634 eV. The value obtained for the electronic energy is -1067.61956 hartree. The calculation puts the HOMO-LUMO gap at 0.341 hartree. As for the HOMO energy: -8.6 eV. The structure (SMILES) is F/C=C\S/C=N\S.

The geometry in ORCA input format:
```
! wB97M-V def2-TZVPD RIJCOSX def2/J DEFGRID3
* xyz 0 1
C 0.0550 -1.6595 0.4771
C 1.1292 0.5940 -0.8443
C 0.6345 1.4427 0.0265
H -3.1732 -0.0441 0.0261
H 0.3586 -2.4606 1.2585
H 1.4910 0.9927 -1.8636
H 0.5746 2.5203 -0.0786
N -1.1641 -1.2287 0.5404
F 0.4041 1.0136 1.2707
S -1.8256 -0.0633 -0.5127
S 1.5158 -1.1071 -0.3002
*
```

Löwdin atomic charge list, values in e, 5 entries: -0.650, -0.426, -0.327, -0.081, 0.094

***

Entry 6:
Entry from the OMol25 dataset: a molecular structure, C22H34BF4LiO10 in a non-equilibrium geometry (ωB97M-V/def2-TZVPD).

Its relative energy (zero: lowest compared OMol25 entry of this formula, charge and spin) is 4.924 eV. The value obtained for the electronic energy is -2042.76428 hartree. The calculation puts the HOMO-LUMO gap at 0.254 hartree. As for the HOMO energy: -7.5 eV.

The geometry in ORCA input format:
```
! wB97M-V def2-TZVPD RIJCOSX def2/J DEFGRID3
* xyz 0 1
Li -3.1033 -0.9317 -1.3305
B -1.4511 0.8549 -0.3933
F -1.3948 0.0963 -1.5862
F -2.5718 0.4781 0.2269
F -0.3448 0.4137 0.3494
F -1.2442 2.2115 -0.6253
C -4.9572 2.9660 0.0680
O -4.2262 3.2156 -1.1442
H -4.2050 3.4073 0.7594
H -5.0491 1.8343 0.2047
H -5.9915 3.4767 0.2521
H -3.4481 2.9548 -0.9741
C -0.8953 3.7109 2.0132
O -0.9049 4.0801 3.3322
H -0.8088 4.8402 1.4740
H -1.8113 3.4494 1.6912
H -0.2234 2.6669 2.1001
H -0.8653 3.3272 3.9056
C -3.8917 -2.8506 -3.0408
O -2.6532 -2.2969 -2.6660
H -4.2799 -3.6612 -2.6206
H -4.0220 -3.1279 -3.8252
H -4.6874 -1.9647 -2.9641
H -2.3340 -2.0424 -3.3392
C -4.3061 -2.5261 0.4349
O -4.8135 -1.4455 -0.2499
H -4.3970 -3.2948 -0.1787
H -4.9868 -2.9315 1.3268
H -3.3151 -2.7518 0.6011
H -5.6670 -1.1708 -0.0475
C 2.0956 -1.6461 -1.0869
C 3.1642 -2.1791 -1.7540
C 3.3881 -3.5090 -1.9633
C 2.3232 -4.4509 -1.4897
C 1.1383 -3.8922 -0.9420
C 1.0739 -2.5165 -0.6369
O -0.0347 -2.0870 -0.1052
O 4.3627 -4.1587 -2.7272
H 2.1230 -0.5104 -0.9417
H 3.9993 -1.5993 -2.1342
H 2.4418 -5.4465 -1.5090
H 0.3391 -4.6288 -0.7461
H -0.0995 -1.0846 0.0278
H 4.1744 -4.6296 -3.4151
C 2.1453 -1.0045 5.8912
C 0.9949 -1.1457 4.9685
C 0.7619 -0.3545 3.8484
C 1.6692 0.7390 3.7071
C 2.6294 1.0212 4.6184
C 2.7843 0.2219 5.7910
O 3.6517 0.6843 6.7718
O -0.2067 -0.6195 2.9566
H 2.3242 -1.5329 6.8853
H 0.2550 -2.0159 5.0812
H 1.5074 1.5858 2.9856
H 3.1361 1.9631 4.4865
H 3.8689 1.6227 6.6554
H -0.3448 0.0464 2.0034
C 2.1346 0.9669 -3.6478
C 1.3824 1.6736 -2.7668
C 1.9663 2.6060 -1.9915
C 3.3435 2.8405 -2.0304
C 4.1148 2.0529 -2.9178
C 3.4867 1.2427 -3.7196
O 4.1478 0.6053 -4.8669
O 1.1568 3.4311 -1.2835
H 1.6889 0.2719 -4.3757
H 0.2228 1.4415 -2.6471
H 3.6973 3.6949 -1.4357
H 5.1414 2.5036 -3.0811
H 4.4716 1.5134 -5.1801
H 0.2288 3.2953 -1.0366
*
```

Löwdin atomic charge list, values in e, 5 entries: 0.735, -1.330, 0.085, 0.203, 0.115

***

no.,LUMO (eV)
1,3.5625
2,-0.7830
3,2.2307
4,-0.2903
5,0.6573
6,-0.5697